# 1
18
Properties=species:S:1:pos:R:3 method="wB97M-V/def2-TZVPD" homo_lumo_gap_ev=10.830 smiles="C=C([NH3+])CC[NH3+]" e_homo_ev=-18.7 relative_energy_kj_mol=147.1 charge=+2 energy_ev=-7304.20919 fmax_ev_per_a=3.43
C 0.705 1.106 0.514
C 0.640 -0.439 0.276
C -0.784 -0.844 -0.093
C -1.137 -0.896 -1.374
N -1.523 -1.457 1.022
N 1.479 1.809 -0.587
H 1.135 1.336 1.481
H -0.288 1.524 0.394
H 0.859 -0.851 1.267
H 1.500 -0.678 -0.335
H -2.128 -0.738 -1.778
H -0.381 -0.979 -2.145
H -2.092 -2.267 0.755
H -0.985 -1.750 1.848
H -2.180 -0.786 1.442
H 2.373 2.227 -0.304
H 1.001 2.554 -1.106
H 1.806 1.129 -1.279

***

# 2
19
Properties=species:S:1:pos:R:3 method="wB97M-V/def2-TZVPD" homo_lumo_gap_ev=9.851 smiles=CNCCNCO e_homo_ev=-8.8 relative_energy_kj_mol=148.9 energy_ev=-9369.65007 fmax_ev_per_a=0.83
C 0.607 -0.853 0.067
N 0.488 -0.072 1.302
C -0.309 -0.703 2.315
O -1.708 -0.442 2.177
C 1.251 0.001 -0.999
N 0.447 1.191 -1.313
C -0.806 0.873 -1.997
H 1.247 -1.698 0.298
H -0.379 -1.176 -0.276
H 0.092 0.834 1.075
H 0.017 -0.392 3.310
H -0.204 -1.785 2.233
H -1.964 0.257 2.782
H 1.457 -0.584 -1.898
H 2.213 0.381 -0.661
H 1.006 1.745 -1.950
H -1.464 0.329 -1.321
H -1.333 1.797 -2.234
H -0.657 0.297 -2.912

***

# 3
19
Properties=species:S:1:pos:R:3 method="wB97M-V/def2-TZVPD" homo_lumo_gap_ev=9.031 smiles=NCNCCCO e_homo_ev=-8.1 relative_energy_kj_mol=247.5 energy_ev=-9368.62850 fmax_ev_per_a=2.92
C 0.079 0.316 -1.299
C 1.426 -0.452 -0.856
C 1.520 -0.671 0.653
O 1.376 0.518 1.452
N -1.069 -0.426 -0.738
C -2.061 0.042 0.161
N -1.541 1.020 1.146
H 0.028 0.118 -2.363
H 0.202 1.366 -1.061
H 1.450 -1.450 -1.289
H 2.224 0.255 -1.128
H 0.712 -1.216 1.146
H 2.442 -1.249 0.783
H 2.258 0.859 1.669
H -1.416 -1.033 -1.462
H -2.522 -0.746 0.814
H -2.889 0.612 -0.269
H -0.895 1.598 0.641
H -1.325 0.541 1.999

***

# 4
19
Properties=species:S:1:pos:R:3 method="wB97M-V/def2-TZVPD" homo_lumo_gap_ev="6.950 / 6.952" e_homo_ev="-6.3 / -6.3" relative_energy_kj_mol=531.3 energy_ev=-9365.68731 fmax_ev_per_a=0.60
C 0.611 -0.547 1.777
C -0.467 -1.731 -0.865
N -0.472 -0.615 0.085
H -1.388 -0.545 0.521
H -0.799 -2.639 -0.360
H 1.608 -0.184 1.579
H 0.175 -0.114 2.663
H 0.550 -1.633 1.768
H -1.130 -1.528 -1.713
H 0.547 -1.893 -1.230
C -0.159 0.788 -0.425
N 1.071 0.850 -1.164
C -0.115 1.604 0.797
O -1.245 1.004 -1.357
H -1.239 1.949 -1.543
H 1.091 0.225 -1.958
H 1.887 0.733 -0.581
H 0.566 2.448 0.785
H -1.091 1.828 1.221

***

# 5
19
Properties=species:S:1:pos:R:3 method="wB97M-V/def2-TZVPD" homo_lumo_gap_ev=8.879 smiles="C=C(N)CCN.O" e_homo_ev=-8.1 relative_energy_kj_mol=189.9 energy_ev=-9369.22513 fmax_ev_per_a=2.58
C -1.352 -0.983 1.081
C -0.647 0.344 1.298
C 0.351 0.713 0.213
C -0.011 1.352 -0.922
N 1.685 0.725 0.648
N -2.144 -0.931 -0.193
H -0.644 -1.754 0.785
H -1.973 -1.148 1.960
H -0.127 0.367 2.265
H -1.301 1.194 1.520
H 0.825 1.623 -1.554
H -1.030 1.534 -1.210
H 1.796 0.532 1.616
H 2.269 1.452 0.287
H -2.627 -1.829 -0.275
H -2.981 -0.370 -0.026
H 1.082 -0.810 -2.160
H 1.993 -1.026 -1.014
O 2.016 -0.829 -1.936

***

# 6
19
Properties=species:S:1:pos:R:3 method="wB97M-V/def2-TZVPD" homo_lumo_gap_ev=10.153 smiles="[H]/N=C/NCCC.O" e_homo_ev=-9.2 relative_energy_kj_mol=175.8 energy_ev=-9369.37180 fmax_ev_per_a=2.02
C -1.547 -0.340 3.130
C -0.649 0.582 2.278
C 0.542 -0.024 1.522
N 0.282 -0.315 0.127
C 1.036 0.393 -0.799
N 0.550 0.819 -1.908
H -2.544 0.078 3.082
H -1.420 -1.408 2.921
H -1.176 -0.374 4.166
H -0.220 1.418 2.838
H -1.409 1.095 1.669
H 1.344 0.708 1.658
H 0.915 -0.935 2.016
H -0.672 -0.255 -0.211
H 2.069 0.569 -0.498
H 1.181 1.573 -2.155
H 0.003 -0.432 -3.183
H -0.568 -0.568 -4.595
O 0.039 -0.984 -3.996

***

# 7
19
Properties=species:S:1:pos:R:3 method="wB97M-V/def2-TZVPD" homo_lumo_gap_ev=8.938 e_homo_ev=-7.9 relative_energy_kj_mol=601.1 energy_ev=-9364.96349 fmax_ev_per_a=4.20
C -1.790 1.115 0.499
C -1.635 -1.270 -0.052
C 1.584 -1.289 -0.288
C 1.854 1.197 -0.104
N -1.026 0.052 -0.011
N 1.509 -0.094 0.475
O 0.358 -0.110 1.076
H -2.696 1.009 0.025
H -1.972 1.160 1.537
H -1.274 2.144 0.137
H -2.683 -1.244 0.325
H -1.568 -1.814 -0.960
H -1.141 -1.873 0.701
H 2.464 -1.275 -0.788
H 1.502 -2.188 0.452
H 0.730 -1.180 -0.973
H 2.934 1.425 -0.169
H 1.218 1.349 -0.961
H 1.413 1.764 0.709

***

# 8
19
Properties=species:S:1:pos:R:3 method="wB97M-V/def2-TZVPD" homo_lumo_gap_ev=9.681 smiles=NCCNCCO e_homo_ev=-8.7 relative_energy_kj_mol=269.8 energy_ev=-9368.39758 fmax_ev_per_a=2.90
N -0.024 1.651 2.507
C 0.364 0.232 2.408
C -0.669 -0.481 1.503
N -0.751 -0.113 0.094
C 0.205 -0.516 -0.880
C -0.222 -0.367 -2.347
O 0.964 -0.388 -3.190
H -0.681 1.720 1.743
H 0.736 2.311 2.338
H 0.285 -0.158 3.426
H 1.280 -0.296 2.064
H -0.583 -1.584 1.605
H -1.701 -0.348 1.805
H -1.401 0.592 -0.207
H 1.201 -0.059 -0.752
H 0.315 -1.724 -0.887
H -0.939 -1.179 -2.498
H -0.568 0.664 -2.543
H 1.599 -0.988 -2.786

***

# 9
19
Properties=species:S:1:pos:R:3 method="wB97M-V/def2-TZVPD" homo_lumo_gap_ev=9.692 smiles=C[C@@H](CN)N(C)O e_homo_ev=-8.7 relative_energy_kj_mol=302.3 energy_ev=-9368.06077 fmax_ev_per_a=3.07
C 0.382 0.364 0.083
C -0.915 0.799 -0.845
C -0.695 -1.584 1.103
C 1.402 -0.462 -0.692
N -0.202 -0.227 1.239
N -0.683 2.078 -1.446
O 1.003 -0.304 2.232
H 0.774 0.337 2.917
H 0.830 1.312 0.395
H -1.552 2.543 -1.683
H 0.090 2.060 -2.099
H -1.818 0.849 -0.236
H -1.055 -0.002 -1.585
H -1.062 -1.896 2.079
H 0.066 -2.294 0.768
H -1.532 -1.580 0.406
H 2.131 -0.872 0.004
H 1.914 0.164 -1.419
H 0.921 -1.286 -1.219

***

# 10
19
Properties=species:S:1:pos:R:3 method="wB97M-V/def2-TZVPD" homo_lumo_gap_ev="11.464 / 4.635" multiplicity=2 e_homo_ev="-14.3 / -13.6" relative_energy_kj_mol=319.1 charge=+1 energy_ev=-9359.11056 fmax_ev_per_a=6.29
N 2.704 0.300 0.156
C 2.037 -0.198 -0.990
C 0.876 -1.075 -0.632
N -0.397 -0.333 -0.834
C -1.336 -0.310 0.360
C -2.159 1.058 0.592
O -3.515 0.958 1.119
H 3.481 0.944 -0.038
H 2.897 -0.363 0.895
H 2.591 -0.930 -1.551
H 1.600 0.566 -1.589
H 0.803 -1.824 -1.374
H 1.001 -1.578 0.433
H -0.110 0.716 -0.776
H -2.155 -1.023 0.249
H -0.822 -0.463 1.350
H -1.609 1.827 1.237
H -2.287 1.491 -0.379
H -3.600 0.236 1.773

***

# 11
19
Properties=species:S:1:pos:R:3 method="wB97M-V/def2-TZVPD" homo_lumo_gap_ev=9.891 e_homo_ev=-20.6 relative_energy_kj_mol=531.7 charge=+2 energy_ev=-9347.64380 fmax_ev_per_a=5.11
C -3.057 0.558 -0.123
C 3.905 0.484 -0.221
C 0.460 -0.789 0.372
C -0.826 -0.199 -0.269
N 1.537 0.024 0.186
N -2.162 -0.479 0.350
O 2.573 -0.524 -0.236
H -3.003 0.806 -1.209
H -4.079 0.468 -0.055
H -2.691 1.508 0.464
H 4.324 0.161 -1.113
H 3.421 1.554 -0.200
H 4.549 0.268 0.636
H 0.670 -1.823 0.112
H 0.290 -0.746 1.522
H -0.653 0.905 -0.391
H -0.750 -0.475 -1.316
H -1.946 -0.262 1.265
H -2.562 -1.439 0.225

***

# 12
20
Properties=species:S:1:pos:R:3 method="wB97M-V/def2-TZVPD" homo_lumo_gap_ev=9.418 smiles=N[C@@H](CO)CNCO e_homo_ev=-8.6 relative_energy_kj_mol=314.6 energy_ev=-11415.95631 fmax_ev_per_a=3.26
C -0.042 0.015 -0.670
N 0.903 1.025 -0.071
C 1.638 1.931 -1.014
O 2.033 1.049 -2.043
C -1.178 -0.359 0.404
C -0.655 -1.349 1.477
O -0.059 -0.600 2.548
N -2.256 -1.123 -0.331
H -0.506 0.420 -1.670
H 0.387 -0.958 -0.926
H 1.493 0.542 0.636
H 2.516 2.406 -0.486
H 0.983 2.659 -1.491
H 2.906 0.587 -1.893
H -1.495 0.602 0.811
H 0.091 -2.086 1.093
H -1.442 -1.951 1.918
H -0.022 0.373 2.358
H -2.097 -2.114 -0.614
H -3.200 -1.069 -0.035